[1]
116
Properties=species:S:1:pos:R:3:forces:R:3:mulliken_charge:R:1 method="wB97M-V/def2-TZVPD" smiles=c1cc[nH]c1.c1cc[nH]c1.c1cc[nH]c1.c1cc[nH]c1.c1cc[nH]c1.c1cc[nH]c1.c1cc[nH]c1.c1cc[nH]c1.CCCC#N.CCCC#N.CCCC#N e_above_lowest_kcal_mol=149.27 e_homo_ev=-7.85 total_energy_ha=-2315.202333 largest_force_ev_per_a=4.7 total_charge=0
C 2.59687 3.47599 -6.70738 -0.28 0.35 -2.32 -0.390
C 2.88846 4.18711 -5.55869 -1.73 1.77 0.02 -0.178
C 2.05125 5.33014 -5.58985 -0.24 -0.87 0.01 -0.699
N 1.25885 5.25996 -6.76497 1.75 0.92 1.84 -0.011
C 1.70166 4.24525 -7.50413 0.40 -2.70 0.43 -0.473
H 3.11912 2.55279 -6.91073 -0.26 0.05 -0.61 0.368
H 3.59741 3.79736 -4.84323 -0.14 0.65 0.29 0.382
H 1.95702 6.13393 -4.87470 -0.21 -0.10 -0.14 0.396
H 0.42475 5.75951 -7.03853 0.50 0.43 0.44 0.231
H 1.23852 4.11556 -8.47112 0.20 -0.51 0.06 0.375
C 9.91582 -3.12348 -2.04644 3.39 1.35 0.60 -0.457
C 8.59540 -3.10437 -1.69491 -2.31 1.53 1.68 -0.433
C 8.35614 -1.90325 -0.99082 -0.10 -0.78 -0.62 -0.480
N 9.49650 -1.15469 -0.99659 1.40 -1.85 0.26 -0.055
C 10.53014 -1.96609 -1.50680 -1.85 0.42 -0.88 -0.383
H 10.53267 -3.85278 -2.55045 -0.42 -0.21 -0.06 0.379
H 7.80255 -3.83267 -1.78080 0.29 -0.15 -0.33 0.400
H 7.48459 -1.62196 -0.41840 -0.02 0.19 -0.31 0.438
H 9.70746 -0.33582 -0.44427 -0.40 -0.17 -0.10 0.231
H 11.51931 -1.53484 -1.55134 0.00 -0.34 -0.22 0.362
C -4.17572 5.91247 7.35832 -0.78 -2.19 0.24 -0.347
C -4.98419 6.75357 6.61916 2.00 1.57 -3.28 -0.428
C -4.54891 6.53613 5.27673 -1.80 0.15 0.29 -0.418
N -3.88196 5.33440 5.20381 -0.73 1.53 -0.07 0.011
C -3.73791 4.90926 6.46713 1.58 0.04 2.47 -0.555
H -4.02321 6.07372 8.41527 -0.12 -0.94 0.11 0.362
H -5.54265 7.62966 6.91410 0.18 -0.04 0.14 0.374
H -4.68795 7.17577 4.41770 -0.21 -0.32 -0.10 0.401
H -3.41542 4.95764 4.39110 -0.31 -0.01 0.20 0.214
H -3.25215 3.97149 6.69300 0.17 0.18 -0.04 0.388
C 2.46156 -3.89680 -6.89364 0.91 0.11 -0.74 -0.243
C 2.77380 -3.79047 -5.52234 -3.04 -2.29 0.48 -0.447
C 1.80381 -4.71890 -4.93248 3.49 2.17 0.89 -0.509
N 1.15786 -5.36615 -5.89258 -0.69 -0.29 -1.34 -0.011
C 1.53159 -4.87818 -7.13327 -0.22 0.51 0.49 -0.560
H 2.95708 -3.35723 -7.68720 -0.08 0.11 0.00 0.388
H 3.55789 -3.19555 -5.07774 -0.40 -0.03 0.23 0.403
H 1.67022 -4.95340 -3.88674 0.00 -0.17 -0.12 0.407
H 0.63268 -6.21449 -5.73574 -0.16 0.39 -0.05 0.219
H 0.98431 -5.05424 -8.04754 0.15 -0.47 0.18 0.355
C -4.06032 -2.55556 4.73646 -1.00 -1.09 0.14 -0.262
C -4.24736 -1.17431 4.87310 -1.60 0.59 -0.33 -0.487
C -5.40875 -0.84714 4.19283 0.11 -0.56 0.14 -0.446
N -5.94714 -2.02350 3.66282 0.04 0.84 0.62 -0.022
C -5.18027 -3.07069 4.05366 1.90 0.19 0.69 -0.542
H -3.26661 -3.09629 5.23046 -0.18 -0.28 -0.17 0.385
H -3.85852 -0.48965 5.61232 0.71 -0.06 -0.41 0.382
H -5.86569 0.13144 4.19334 -0.31 -0.30 -0.46 0.411
H -6.81368 -2.17362 3.16615 0.19 0.53 0.14 0.206
H -5.50154 -4.09524 3.93752 0.15 0.12 -0.36 0.377
C -10.06074 3.76221 2.03376 0.72 0.54 -0.72 -0.291
C -11.00887 4.44007 2.80512 -0.99 -1.20 0.50 -0.439
C -10.34853 5.18202 3.72938 -0.16 0.55 0.16 -0.460
N -8.99293 5.16771 3.43403 -1.17 -0.64 -0.09 -0.015
C -8.84891 4.29509 2.36687 0.86 -0.90 0.32 -0.454
H -10.21521 2.96075 1.32652 -0.04 0.29 -0.14 0.374
H -12.05601 4.17672 2.78164 -0.06 0.39 0.25 0.359
H -10.82652 5.59857 4.60369 0.58 0.52 -0.05 0.334
H -8.28856 5.53341 4.05872 0.02 -0.15 -0.44 0.227
H -7.91554 3.90651 1.98707 0.27 0.59 0.25 0.364
C -2.76510 0.87348 -6.36526 -1.08 -0.41 1.23 -0.365
C -2.43762 1.10686 -7.70148 -1.48 3.20 0.41 -0.361
C -1.63469 0.15422 -8.04960 3.12 -2.50 -2.57 -0.435
N -1.48197 -0.80117 -7.07965 -0.15 1.05 -1.51 -0.008
C -2.25751 -0.35957 -6.04000 0.83 -0.22 1.35 -0.567
H -3.27472 1.55761 -5.70296 -0.33 -0.35 -0.02 0.371
H -2.63508 1.95658 -8.33818 -0.16 0.08 0.30 0.386
H -0.99779 0.21339 -8.91979 -0.07 -0.68 -0.15 0.314
H -0.70083 -1.42658 -7.21668 -0.52 -0.40 0.98 0.259
H -2.28626 -0.93169 -5.12443 -0.11 0.20 0.00 0.404
C 2.35914 5.66269 0.62867 -0.86 3.33 1.88 -0.341
C 2.98518 6.98175 0.36300 -0.74 -0.21 0.50 -0.473
C 2.60541 7.91774 1.31907 -0.26 -2.72 0.33 -0.301
N 1.82044 7.22016 2.22813 -0.54 -0.83 -0.96 -0.045
C 1.53530 5.87927 1.80240 2.95 1.74 -1.47 -0.591
H 2.51180 4.83920 -0.05321 -0.42 -0.20 0.42 0.419
H 3.61751 7.27338 -0.46254 -0.02 -0.41 -0.12 0.361
H 2.84643 8.95309 1.50975 0.11 -0.17 -0.21 0.364
H 1.57823 7.65324 3.10783 -0.40 -0.47 -0.18 0.210
H 0.89195 5.26293 2.41283 0.18 -0.06 -0.20 0.395
C -0.87613 -6.03785 2.30284 0.55 -0.61 0.61 -1.014
C -1.79884 -7.11476 2.93476 0.58 1.76 0.91 -0.303
C -2.93827 -7.53114 2.11668 -1.41 -1.05 -2.70 -0.421
C -2.54537 -8.08312 0.77227 1.02 -0.83 -1.64 0.171
N -2.12662 -8.47658 -0.25075 -1.17 0.97 2.52 -0.443
H -0.64851 -6.22655 1.25371 -0.09 -0.08 0.00 0.326
H 0.05756 -6.11737 2.85961 0.25 0.08 -0.21 0.287
H -1.15299 -4.99126 2.42971 -0.62 -0.18 -0.07 0.287
H -2.35404 -6.64500 3.74666 0.62 0.03 0.70 0.211
H -1.20507 -7.93546 3.33723 -0.16 -0.07 -0.19 0.333
H -3.59934 -6.69518 1.88807 0.14 0.33 -0.02 0.202
H -3.61639 -8.23320 2.60182 0.29 -0.31 0.09 0.360
C 6.88201 -4.10844 5.07067 0.45 1.00 -0.88 -1.131
C 7.24524 -4.29462 3.49911 -0.76 -0.05 2.46 -0.516
C 6.09293 -5.01094 2.70209 1.72 -0.49 0.46 -0.402
C 4.92268 -4.17636 2.51734 0.79 -0.60 -0.11 0.217
N 3.97281 -3.56465 2.37198 -0.89 0.71 -0.10 -0.377
H 7.58588 -3.45235 5.58273 0.45 0.34 -0.54 0.352
H 6.94590 -4.95259 5.75727 -0.42 -0.68 -0.77 0.322
H 5.94828 -3.56692 5.22238 -0.31 -0.38 -0.20 0.321
H 8.22436 -4.77274 3.52781 -0.34 -0.74 -0.58 0.335
H 7.47819 -3.32724 3.05414 -0.45 0.13 0.06 0.309
H 5.77144 -5.94940 3.15379 -0.04 0.16 0.61 0.275
H 6.50034 -5.40260 1.77004 -0.18 0.59 -0.45 0.294
C 1.36288 -0.02847 -1.43060 -0.14 0.34 0.68 -1.279
C 0.28827 0.28657 -0.27933 3.72 -0.63 0.38 -0.461
C -1.06305 0.53662 -0.71584 -2.52 -0.18 -1.20 -0.228
C -1.84733 1.25565 0.29152 -1.63 1.61 1.91 0.163
N -2.43969 1.86218 1.10267 1.50 -1.56 -2.02 -0.423
H 1.39164 0.57642 -2.33690 -0.89 0.46 0.11 0.381
H 1.31226 -1.05264 -1.80023 -0.34 -0.12 0.27 0.344
H 2.39396 0.10291 -1.10241 -0.10 -0.15 0.65 0.342
H 0.52533 1.10487 0.40059 0.91 0.36 -0.52 0.355
H 0.33643 -0.54454 0.42425 -0.16 -0.32 -0.15 0.275
H -1.57305 -0.40214 -0.93199 -0.25 -0.03 -0.11 0.256
H -1.07668 1.09782 -1.65017 -0.12 0.24 0.03 0.272

=====

[2]
118
Properties=species:S:1:pos:R:3:forces:R:3:mulliken_charge:R:1 method="wB97M-V/def2-TZVPD" e_above_lowest_kcal_mol=0.00 e_homo_ev=-5.12 total_energy_ha=-6220.804307 largest_force_ev_per_a=3.2 total_charge=-1
Tl 0.17900 -2.52107 0.72240 0.84 0.31 0.21 2.224
N 1.70650 -0.81782 1.86696 -0.66 0.66 -0.45 0.414
C 1.51784 -1.09854 3.31103 -0.66 1.01 -0.69 -0.572
C -0.00171 -1.28405 3.57959 3.12 -0.60 0.22 0.596
O -0.49917 -0.99327 4.64052 -0.62 0.92 1.60 -0.767
N -0.59825 -1.90686 2.61109 -1.76 -1.28 -1.65 -0.117
C -2.03636 -2.02049 2.73861 0.47 -1.83 0.00 -0.308
C -2.72388 -2.17064 1.37640 -1.22 0.23 0.98 0.582
O -3.95792 -2.14061 1.41672 1.08 -0.13 -0.85 -0.804
O -1.96967 -2.34588 0.32661 -1.03 0.11 0.08 -0.549
H 2.61091 -0.40523 1.65660 0.70 -0.24 0.26 -0.089
H 1.12337 0.00911 1.63192 0.02 -0.56 0.39 -0.833
H 1.83126 -0.24501 3.90017 0.26 0.05 0.30 0.272
H 2.08584 -1.98569 3.58325 -0.04 -0.08 0.16 0.423
H -2.33950 -1.16553 3.28408 -0.92 0.91 0.22 0.047
H -2.35307 -2.90314 3.39127 0.41 0.87 -0.85 0.198
C -0.14465 6.67454 -2.47908 0.53 -1.03 -0.74 -0.591
S -1.88126 6.37157 -2.08550 -0.06 0.29 -0.44 -0.096
C -2.03601 6.15207 -0.29784 -0.93 -0.88 0.47 -1.271
C -2.05056 4.68018 0.21696 0.83 0.40 1.53 0.297
C -0.66870 3.97821 0.09994 -0.51 0.57 0.84 -0.193
N -0.60478 2.54178 0.50921 0.00 1.07 -2.84 0.386
P -0.57533 1.92242 2.05765 -1.49 -1.70 1.00 0.986
C -0.09323 3.28206 3.07412 -1.39 2.42 1.66 -0.244
C 1.16968 3.28457 3.59787 2.03 -0.71 -0.54 0.220
C 1.67544 4.23382 4.50099 -2.41 0.01 -0.61 -0.716
C 0.76355 5.20518 4.97500 2.55 -0.31 0.37 -0.471
C -0.52663 5.25743 4.45718 0.14 1.70 0.68 -0.748
C -0.94779 4.34602 3.54650 -1.36 -1.40 -1.45 0.228
C -2.41304 1.77436 2.59376 0.61 -0.14 1.09 0.695
C -2.76915 1.44585 3.93591 2.14 0.25 -0.34 -0.613
C -4.08744 1.38377 4.32929 -0.25 0.43 0.99 -0.432
C -5.09652 1.69282 3.43399 0.61 -0.18 -2.18 -0.866
C -4.74893 1.94688 2.07463 -1.04 -0.07 1.21 -0.841
C -3.43838 1.97297 1.68423 1.03 0.13 0.49 -0.084
P -0.38185 1.32218 -0.72190 -1.13 -0.60 0.14 0.350
C -1.90560 1.31238 -1.78410 -1.28 -0.46 0.42 0.093
C -2.74099 0.14515 -1.67059 0.33 2.47 -1.42 -0.545
C -3.93875 0.04858 -2.40381 1.53 -0.13 1.27 -0.984
C -4.32444 1.10836 -3.16116 -0.87 1.23 -0.83 -0.470
C -3.55859 2.28055 -3.26787 -0.36 -0.02 0.24 -0.848
C -2.36042 2.40914 -2.56567 -0.66 -1.98 -0.08 -0.338
C 0.84087 1.92959 -1.91252 0.20 0.25 0.91 1.792
C 2.04438 2.19509 -1.29160 1.80 0.40 0.87 -0.621
C 3.23856 2.49886 -1.98360 -2.34 0.03 -0.63 -0.812
C 3.10631 2.60569 -3.35777 0.78 -0.10 -0.64 -0.577
C 1.90936 2.25416 -4.01322 0.54 0.72 0.31 -0.888
C 0.77144 1.94334 -3.29102 -0.30 -0.17 -0.62 -1.031
H -0.05835 7.01827 -3.52262 -0.53 -0.31 0.20 0.331
H 0.42850 5.73005 -2.42355 -0.10 0.54 0.12 0.019
H 0.35630 7.45572 -1.94454 0.00 0.33 0.86 0.328
H -3.01606 6.62188 -0.08999 0.33 -0.36 -0.05 0.414
H -1.33900 6.75782 0.24415 0.72 0.32 0.20 0.507
H -2.77429 4.11418 -0.28295 -1.09 -0.73 -1.36 0.318
H -2.44378 4.59467 1.27861 0.75 0.58 -1.04 -0.168
H 0.01625 4.55618 0.74602 0.03 -0.29 -0.29 0.516
H -0.33184 4.09051 -0.93725 0.10 -0.27 0.21 -0.104
H 1.89965 2.53919 3.20902 -0.52 0.41 0.35 -0.242
H 2.71709 4.09806 4.68641 0.47 0.51 0.76 0.520
H 1.17025 5.91980 5.72391 -0.72 -0.32 -0.64 0.298
H -1.16125 6.14109 4.69119 0.34 -0.95 0.09 0.339
H -2.01974 4.45574 3.21052 1.37 -0.43 0.23 0.046
H -1.95367 1.29217 4.70407 -0.99 0.05 -1.02 0.238
H -4.28445 1.21758 5.40383 -0.11 -0.09 -0.76 0.369
H -6.13867 1.66004 3.66174 -0.45 0.03 0.47 0.371
H -5.50212 2.16444 1.32205 -0.13 -0.10 0.26 0.419
H -3.12310 2.25139 0.70713 -0.25 -0.05 -0.90 0.275
H -2.47643 -0.61630 -1.00259 0.46 -1.11 0.79 0.539
H -4.52850 -0.83084 -2.26355 -0.43 -0.35 -0.08 0.569
H -5.31244 1.11379 -3.63631 0.43 -0.16 -0.02 0.311
H -4.00564 3.09245 -3.85882 0.56 -0.20 0.29 0.391
H -1.77899 3.28376 -2.66105 0.55 0.96 0.00 0.731
H 2.09357 2.19481 -0.19845 0.11 -0.18 -0.19 -0.273
H 4.17422 2.72352 -1.53109 0.34 0.03 0.72 0.542
H 4.01076 2.97979 -3.88607 -0.90 -0.52 -0.08 0.316
H 1.83307 2.32387 -5.08201 0.11 0.00 -0.36 0.474
H -0.16925 1.73655 -3.80569 0.33 -0.04 0.11 0.478
Br 4.12476 1.70975 1.74383 -0.09 -0.12 -0.04 -0.789
C 1.38398 -6.32570 0.56043 -0.03 -0.41 -1.02 -1.986
C 0.75956 -5.62000 -0.71209 0.72 -0.89 2.45 2.435
C 1.02761 -6.48762 -1.88629 -1.29 -0.99 -1.21 -2.092
C -0.77065 -5.59701 -0.55325 -0.35 0.78 -1.27 -1.532
Si 1.47854 -3.88195 -0.97816 0.22 0.34 0.65 -2.253
C 1.05952 -3.16522 -2.69263 -0.41 1.03 0.76 3.302
C 1.94721 -3.77616 -3.76887 0.80 0.26 0.00 -1.627
C -0.42154 -3.35630 -3.03239 -0.58 0.94 0.64 -2.217
C 1.20846 -1.60345 -2.56765 -0.13 -1.46 -0.74 -2.521
C 3.29245 -3.65519 -0.34458 1.32 -0.63 -2.02 2.778
C 4.30960 -4.72237 -0.98216 -0.32 0.76 1.05 -1.767
C 3.91431 -2.28409 -0.73907 -1.53 -0.79 0.39 -2.074
C 3.40611 -3.75937 1.14480 -0.52 -1.18 -0.44 -1.919
H 1.03288 -7.38998 0.67295 -0.21 1.06 -0.13 0.462
H 1.11559 -5.73097 1.41817 0.07 -0.10 0.67 0.436
H 2.47781 -6.43927 0.48875 -0.37 0.34 0.04 0.250
H 0.62088 -7.50995 -1.81453 -0.18 0.19 0.51 0.427
H 2.01289 -6.66217 -2.22659 1.46 0.34 -0.04 0.422
H 0.46690 -6.04857 -2.69305 -0.03 -0.04 -0.83 0.532
H -1.10090 -6.62471 -0.41346 -0.25 -0.02 0.28 0.567
H -1.10566 -5.28638 -1.56217 -0.44 -0.31 0.65 0.279
H -1.28963 -4.87985 0.12386 0.75 -0.65 -0.06 0.225
H 1.87518 -4.87082 -3.86457 -0.16 0.46 0.00 0.188
H 3.00929 -3.53898 -3.58660 -0.27 -0.12 0.07 0.332
H 1.72656 -3.29835 -4.71862 -0.20 -0.09 -0.39 0.532
H -0.64865 -4.36623 -3.18857 -0.33 -1.57 -0.56 0.705
H -0.69103 -2.80990 -3.93560 0.17 0.11 -0.23 0.515
H -1.16983 -3.03051 -2.26585 0.88 0.04 -0.22 0.225
H 2.18614 -1.29191 -2.28647 0.59 0.38 0.46 0.468
H 0.43784 -1.26204 -1.89898 -0.09 0.41 0.51 -0.070
H 0.99892 -1.13547 -3.51646 -0.13 0.10 -0.61 0.688
H 4.42773 -4.65014 -2.06061 0.02 0.18 -0.04 0.319
H 4.16574 -5.76502 -0.72310 -0.64 -0.24 0.03 0.295
H 5.24879 -4.49583 -0.46596 0.25 0.14 -0.46 0.561
H 3.99555 -2.23714 -1.79737 0.52 0.19 -0.99 0.438
H 4.86026 -2.21734 -0.23704 0.58 0.31 0.05 0.689
H 3.26616 -1.46695 -0.44597 0.08 0.31 0.34 0.230
H 3.21473 -4.78164 1.42818 -0.08 -0.18 0.59 0.327
H 2.70335 -3.10376 1.56701 -0.94 0.77 1.02 0.223
H 4.35868 -3.46641 1.51141 1.11 0.24 0.16 0.643